# 1
{"formula": "C4H6O2Zn", "method": "ωB97M-V/def2-TZVPD", "max_force_ev_per_a": 1.82, "total_charge": 0, "total_energy_ev": -56752.20621, "multiplicity": 1, "homo_lumo_gap_ev": [8.6, 6.1], "e_above_lowest_kj_mol": 176.51, "e_lumo_ev": [0.04, -0.23], "species": ["H", "O", "C", "C", "C", "C", "O", "Zn", "H", "H", "H", "H", "H"], "positions_angstrom": [[-1.4063, -2.4627, -1.4647], [-2.2488, 0.2264, -1.5685], [-1.4024, -0.1857, -0.5766], [-0.1679, 0.2990, -0.3573], [0.5175, -0.1302, 0.9242], [1.8579, 0.4707, 1.1248], [2.3922, 1.2264, 0.3096], [1.1315, 1.4750, -1.2446], [-1.7600, 0.7765, -2.1918], [-1.9663, -0.7648, 0.1659], [0.6863, -1.2283, 0.9895], [-0.0491, 0.0923, 1.8502], [2.4156, 0.2054, 2.0393]], "forces_ev_per_angstrom": [[0.04, -0.15, -0.05], [0.15, -0.50, -0.05], [0.11, 1.40, 0.59], [-0.60, -0.86, 0.49], [-0.27, -0.64, 0.28], [0.47, 0.24, -0.34], [0.17, -0.62, 1.32], [-0.43, 0.73, -1.61], [0.12, 0.06, 0.05], [0.24, -0.07, -0.36], [0.02, 0.32, 0.00], [0.09, 0.01, -0.21], [-0.10, 0.09, -0.11]], "lowdin_charge": [0.1247, -0.0547, -0.3490, -0.3156, -0.2417, -0.2207, -0.1369, 0.5980, 0.0789, 0.1093, 0.1369, 0.1342, 0.1365]}

***

# 2
{"formula": "C57H122N6O7", "method": "ωB97M-V/def2-TZVPD", "max_force_ev_per_a": 2.63, "total_charge": 0, "total_energy_ev": -84354.26690, "smiles": "CC1(C)CCCC(C)(C)N1O.CC1(C)CCCC(C)(C)N1O.CC1(C)CCCC(C)(C)N1O.CC1(C)CCCC(C)(C)N1O.CC1(C)CCCC(C)(C)N1O.CC1(C)CCCC(C)(C)N1O.CC(C)O", "multiplicity": 1, "homo_lumo_gap_ev": 8.7, "e_above_lowest_kj_mol": 98.80, "e_lumo_ev": 0.53, "species": ["C", "C", "C", "C", "C", "C", "C", "C", "C", "N", "O", "H", "H", "H", "H", "H", "H", "H", "H", "H", "H", "H", "H", "H", "H", "H", "H", "H", "H", "H", "C", "C", "C", "C", "C", "C", "C", "C", "C", "N", "O", "H", "H", "H", "H", "H", "H", "H", "H", "H", "H", "H", "H", "H", "H", "H", "H", "H", "H", "H", "C", "C", "C", "C", "C", "C", "C", "C", "C", "N", "O", "H", "H", "H", "H", "H", "H", "H", "H", "H", "H", "H", "H", "H", "H", "H", "H", "H", "H", "H", "C", "C", "C", "C", "C", "C", "C", "C", "C", "N", "O", "H", "H", "H", "H", "H", "H", "H", "H", "H", "H", "H", "H", "H", "H", "H", "H", "H", "H", "H", "C", "C", "C", "C", "C", "C", "C", "C", "C", "N", "O", "H", "H", "H", "H", "H", "H", "H", "H", "H", "H", "H", "H", "H", "H", "H", "H", "H", "H", "H", "C", "C", "C", "C", "C", "C", "C", "C", "C", "N", "O", "H", "H", "H", "H", "H", "H", "H", "H", "H", "H", "H", "H", "H", "H", "H", "H", "H", "H", "H", "C", "C", "C", "O", "H", "H", "H", "H", "H", "H", "H", "H"], "positions_angstrom": [[-32.6026, -17.9728, -23.5844], [-33.5061, -17.3275, -22.5281], [-34.3062, -18.4324, -21.8579], [-32.5326, -16.6730, -21.5476], [-33.2539, -15.7116, -20.5758], [-34.0673, -14.6997, -21.3655], [-35.0326, -15.3277, -22.3461], [-36.2426, -15.8952, -21.6066], [-35.5346, -14.2059, -23.2731], [-34.2600, -16.2493, -23.1760], [-35.1114, -16.7705, -24.2278], [-31.9760, -18.7208, -23.0962], [-33.1942, -18.4851, -24.3524], [-31.9807, -17.2552, -24.1090], [-34.6676, -18.1824, -20.8558], [-35.2043, -18.6574, -22.4468], [-33.8136, -19.4039, -21.7677], [-32.1164, -17.4726, -20.9406], [-31.7125, -16.1472, -22.0390], [-33.7915, -16.3792, -19.8964], [-32.4991, -15.1795, -19.9926], [-33.3433, -14.0389, -21.8521], [-34.6291, -14.0553, -20.6802], [-37.0223, -15.1618, -21.3802], [-35.9813, -16.3849, -20.6641], [-36.7977, -16.6413, -22.1886], [-34.7835, -13.9526, -24.0194], [-35.6743, -13.3033, -22.6657], [-36.5113, -14.4254, -23.6974], [-34.6085, -16.5951, -25.0292], [-24.8610, -24.0120, -20.5251], [-23.3876, -23.6877, -20.8130], [-22.6021, -24.9857, -20.9660], [-23.3320, -22.9306, -22.1361], [-23.9549, -21.5478, -22.0543], [-23.1251, -20.7752, -21.0347], [-23.1251, -21.4102, -19.6335], [-21.9675, -20.7163, -18.9053], [-24.4551, -21.2357, -18.9260], [-22.7262, -22.8141, -19.8379], [-22.6871, -23.4922, -18.5728], [-24.9531, -24.6394, -19.6368], [-25.4438, -23.1112, -20.3587], [-25.3280, -24.5011, -21.3816], [-21.5364, -24.7443, -21.0507], [-22.6679, -25.5627, -20.0398], [-22.9373, -25.5700, -21.8165], [-22.2898, -22.8475, -22.4800], [-23.7592, -23.5041, -22.9728], [-23.9980, -21.0755, -23.0349], [-24.9861, -21.5238, -21.6936], [-23.7057, -19.8415, -20.8951], [-22.1652, -20.4291, -21.4222], [-21.8095, -21.2531, -17.9601], [-22.2661, -19.7343, -18.5285], [-21.0837, -20.7002, -19.5290], [-24.4922, -20.3609, -18.2733], [-24.6073, -22.1037, -18.2823], [-25.3066, -21.1353, -19.5977], [-21.7520, -23.6587, -18.4180], [-26.8881, -17.9069, -29.0805], [-25.6153, -17.3858, -29.7717], [-24.7018, -18.5578, -30.1074], [-26.0495, -16.6545, -31.0438], [-26.5931, -15.2512, -30.8344], [-25.5352, -14.4589, -30.0943], [-25.0102, -15.0648, -28.7919], [-23.7003, -14.3561, -28.5051], [-26.0261, -14.7120, -27.6832], [-24.8359, -16.4860, -28.9410], [-24.4137, -17.0624, -27.7333], [-27.4576, -18.5362, -29.7679], [-26.5899, -18.5353, -28.2373], [-27.5582, -17.1251, -28.7289], [-25.1857, -19.3928, -30.6161], [-23.8449, -18.2221, -30.6919], [-24.3419, -18.9480, -29.1537], [-25.2801, -16.6670, -31.8297], [-26.7903, -17.2869, -31.5554], [-26.7374, -14.8098, -31.8246], [-27.5807, -15.2202, -30.3664], [-25.8277, -13.4108, -29.9623], [-24.7334, -14.3117, -30.8358], [-23.0211, -14.4493, -29.3542], [-23.1921, -14.8114, -27.6476], [-23.8509, -13.3089, -28.2467], [-25.7521, -15.1503, -26.7176], [-26.9839, -15.2021, -27.8963], [-26.1932, -13.6430, -27.5744], [-23.6035, -17.5272, -27.9778], [-21.9594, -20.5282, -28.6505], [-20.9169, -19.8925, -27.7115], [-21.1599, -18.3831, -27.4643], [-21.0364, -20.6104, -26.3614], [-19.8699, -20.3749, -25.4133], [-18.5572, -20.7365, -26.1122], [-18.3764, -20.1537, -27.5196], [-17.7590, -18.7364, -27.3083], [-17.3083, -21.0069, -28.2188], [-19.5858, -20.1300, -28.2685], [-19.4501, -19.5977, -29.5616], [-22.9080, -20.6967, -28.1353], [-22.1287, -19.8906, -29.5154], [-21.5601, -21.4997, -28.9403], [-21.2897, -17.7963, -28.3806], [-22.1404, -18.3232, -26.9775], [-20.3352, -17.9735, -26.8931], [-21.9231, -20.1910, -25.8701], [-21.2135, -21.6869, -26.4311], [-19.8480, -19.3626, -24.9990], [-19.9290, -21.0402, -24.5475], [-18.4768, -21.8326, -26.0866], [-17.7170, -20.4399, -25.4779], [-18.0071, -18.0696, -28.1394], [-16.6707, -18.7601, -27.2383], [-18.1290, -18.2638, -26.3942], [-17.7108, -22.0198, -28.3657], [-16.4019, -21.1065, -27.6308], [-17.1185, -20.6427, -29.2316], [-19.2799, -20.3664, -30.1180], [-23.2424, -16.5803, -19.9506], [-22.1759, -15.8887, -20.7809], [-21.1715, -15.1973, -19.8574], [-21.4340, -16.9554, -21.5810], [-22.2152, -17.4612, -22.7613], [-22.6149, -16.3367, -23.7230], [-23.3888, -15.2559, -22.9687], [-23.3964, -14.0042, -23.8566], [-24.8574, -15.6724, -22.7794], [-22.6985, -14.8969, -21.7292], [-23.4643, -13.9282, -21.0115], [-23.7073, -17.4206, -20.4734], [-22.8705, -16.9416, -18.9927], [-24.0479, -15.8681, -19.7626], [-21.6199, -14.4235, -19.2330], [-20.7837, -15.9284, -19.1356], [-20.2986, -14.8197, -20.3907], [-20.4184, -16.6857, -21.8944], [-21.2412, -17.8318, -20.9466], [-21.6546, -18.1788, -23.3833], [-23.0674, -18.0966, -22.4826], [-23.2050, -16.7468, -24.5416], [-21.6742, -15.8688, -24.0301], [-22.4003, -13.5569, -23.8720], [-24.0550, -13.2551, -23.4036], [-23.7912, -14.2185, -24.8475], [-25.2801, -15.8135, -23.7810], [-25.4470, -14.9505, -22.2238], [-24.9393, -16.6587, -22.3103], [-23.0468, -13.0909, -21.2394], [-27.1435, -18.6857, -18.1379], [-28.0698, -17.9776, -19.1477], [-27.7065, -16.5335, -19.2902], [-27.8414, -18.6102, -20.5285], [-28.5725, -19.9166, -20.7739], [-30.0288, -19.8793, -20.2919], [-30.1996, -19.3830, -18.8609], [-31.6676, -19.1372, -18.5575], [-29.6911, -20.4207, -17.8629], [-29.4797, -18.1213, -18.7921], [-29.6601, -17.5422, -17.5010], [-27.5598, -18.6005, -17.1331], [-27.1136, -19.7604, -18.3367], [-26.1037, -18.3585, -18.1406], [-27.8087, -15.9600, -18.3657], [-26.6549, -16.4398, -19.5613], [-28.2653, -16.0418, -20.0906], [-27.9978, -17.8963, -21.3442], [-26.7776, -18.8657, -20.6621], [-28.5048, -20.2268, -21.8221], [-28.0812, -20.7763, -20.2868], [-30.4652, -20.8799, -20.3873], [-30.5794, -19.1848, -20.9347], [-32.0660, -18.3102, -19.1408], [-31.7845, -18.9058, -17.4972], [-32.2062, -20.0733, -18.7101], [-30.4459, -21.1752, -17.6395], [-29.3007, -19.9667, -16.9561], [-28.8539, -20.9721, -18.3049], [-30.1283, -16.7144, -17.6493], [-26.9436, -18.3140, -25.2473], [-26.0172, -19.4363, -24.8621], [-25.0607, -19.7890, -25.9908], [-25.2181, -19.0424, -23.8016], [-26.4009, -17.3973, -25.4913], [-27.5809, -18.0750, -24.3914], [-27.5922, -18.5985, -26.0770], [-26.5714, -20.3410, -24.6124], [-24.4078, -18.9231, -26.1111], [-25.5136, -19.9986, -26.9619], [-24.5478, -20.7032, -25.6840], [-24.5265, -18.4468, -24.1055]], "forces_ev_per_angstrom": [[-0.55, -0.52, -0.48], [1.21, -0.13, -0.53], [-1.37, -0.44, 0.19], [-0.51, 0.58, 0.98], [0.76, -0.69, -0.45], [0.32, 0.10, 1.04], [-0.54, 0.76, -0.69], [-0.74, -0.95, 0.26], [-0.06, 0.44, 0.58], [-0.01, -0.23, -0.51], [0.15, -0.07, 0.81], [0.10, 0.06, -0.07], [0.02, -0.07, 0.19], [0.15, 0.28, 0.13], [0.13, 0.13, -0.09], [0.10, 0.18, -0.02], [0.50, 0.30, -0.08], [0.35, -0.09, -0.15], [-0.11, -0.09, -0.29], [-0.47, 0.54, 0.11], [-0.06, -0.08, 0.16], [-0.15, -0.10, -0.35], [-0.09, -0.07, -0.08], [0.45, 0.37, 0.03], [0.06, 0.11, -0.07], [0.40, 0.02, -0.18], [-0.12, -0.17, -0.19], [-0.04, -0.09, 0.00], [0.17, -0.17, -0.37], [0.03, 0.11, 0.05], [-0.09, 0.06, 0.38], [-0.67, 0.24, -0.84], [0.63, 0.33, 1.01], [0.00, -0.13, -1.23], [0.70, -0.23, 0.25], [-2.02, 1.67, -0.28], [1.07, 0.18, -1.34], [-0.88, -0.54, 1.48], [-0.33, -0.11, 0.68], [0.85, -0.57, 0.43], [-0.34, 0.11, -0.02], [-0.05, -0.04, -0.07], [0.00, 0.02, 0.09], [0.18, -0.25, 0.04], [-0.10, -0.02, -0.36], [-0.25, -0.19, -0.21], [-0.08, -0.04, -0.05], [0.03, 0.28, 0.42], [-0.37, -0.22, 0.50], [0.25, 0.19, 0.09], [-0.05, -0.43, -0.14], [0.44, 0.05, 0.07], [0.24, -0.60, 0.17], [0.42, -0.10, -0.26], [0.09, 0.23, -0.63], [0.22, 0.07, 0.11], [0.24, 0.07, -0.11], [-0.18, 0.06, 0.01], [0.03, -0.12, -0.13], [0.01, 0.05, -0.10], [0.22, -0.54, 0.21], [-0.93, 0.23, -0.22], [0.10, -0.18, 0.35], [-0.40, -0.67, -1.01], [0.05, -0.06, -0.21], [0.22, 0.68, -1.19], [-1.12, 1.20, 0.11], [0.80, -0.56, 0.58], [-0.45, -0.95, 0.29], [1.22, 0.36, -0.87], [-0.19, -0.31, 0.32], [0.06, -0.02, -0.02], [-0.19, 0.17, 0.07], [0.12, 0.13, 0.02], [-0.20, 0.18, -0.10], [0.00, 0.02, -0.03], [0.08, -0.25, -0.18], [0.44, 0.45, 0.57], [-0.19, 0.07, 0.42], [-0.05, 0.10, 0.08], [0.13, -0.23, 0.25], [-0.29, -0.21, 0.54], [0.28, -0.50, 0.35], [-0.04, 0.12, -0.04], [-0.11, 0.02, -0.02], [-0.11, 0.07, -0.21], [0.33, 0.25, -0.06], [-0.01, 0.31, -0.17], [0.11, 0.05, -0.02], [0.07, 0.21, 0.16], [0.35, 0.36, 0.26], [0.28, 0.21, 0.00], [-0.86, -0.57, -0.68], [-0.20, 0.43, 0.97], [0.65, -0.21, -0.11], [-0.32, -0.59, 0.56], [1.99, 1.07, 1.06], [-0.26, 0.46, -0.27], [-1.01, -0.72, -0.73], [-1.11, -1.82, -0.09], [0.20, 0.43, 0.03], [0.01, 0.16, 0.04], [-0.01, -0.18, -0.16], [-0.13, -0.01, -0.21], [0.42, -0.24, -0.14], [0.35, 0.30, 0.55], [-0.25, 0.25, 0.31], [-0.12, -0.22, -0.17], [0.13, 0.03, -0.47], [-0.07, 0.09, -0.26], [-0.30, 0.10, 0.03], [-0.22, 0.05, -0.53], [0.06, 0.27, -0.24], [0.02, -0.14, -0.01], [-0.01, -0.16, 0.07], [-0.05, -0.04, -0.03], [0.03, 0.09, 0.16], [0.14, 0.28, -0.02], [0.39, 0.24, 0.23], [-0.12, 0.04, -0.01], [-1.07, 0.14, 0.08], [0.55, -0.16, -0.13], [0.20, -0.34, 0.62], [0.60, -1.08, -0.02], [-0.34, -0.89, -1.53], [0.47, -0.10, 1.81], [-1.06, 0.37, -0.52], [-0.23, 0.50, 0.77], [0.22, -0.89, -0.32], [0.81, 0.35, -0.05], [-0.09, -0.22, -0.13], [0.13, 0.00, -0.01], [0.13, 0.00, -0.03], [0.01, -0.01, 0.25], [-0.09, 0.15, -0.30], [-0.07, -0.07, -0.20], [-0.21, 0.22, -0.17], [-0.24, 0.60, -0.10], [-0.16, 0.26, 0.31], [0.40, 0.14, 0.41], [-0.15, 0.49, 0.32], [0.11, 0.37, -0.32], [-0.15, -0.14, -0.58], [0.05, -0.17, -0.37], [-0.03, -0.04, -0.14], [0.21, -0.06, -0.14], [-0.17, 0.22, 0.10], [0.05, 0.11, 0.04], [-0.03, 0.16, 0.18], [0.07, -0.05, 0.07], [-0.29, -0.60, 0.38], [0.69, -1.31, -0.38], [0.33, 1.16, 0.22], [0.79, -0.59, -0.71], [-0.40, -0.85, 0.38], [0.09, 0.08, -0.69], [0.44, -0.39, 0.23], [0.07, -0.03, 0.46], [0.75, -0.71, -0.28], [-0.53, 1.52, -0.24], [0.08, -0.21, 0.29], [0.26, 0.28, 0.03], [0.01, 0.09, -0.10], [-0.10, 0.35, -0.14], [-0.18, -0.11, 0.00], [0.13, -0.16, -0.08], [-0.20, -0.07, 0.15], [-0.55, 0.02, 0.18], [-0.03, 0.36, 0.37], [-0.24, 0.39, -0.07], [0.11, 0.44, 0.25], [-0.12, 0.16, 0.02], [-0.12, -0.12, -0.07], [-0.17, -0.13, -0.10], [0.01, 0.13, -0.05], [-0.19, 0.15, -0.32], [-0.12, 0.15, 0.16], [-0.36, 0.02, 0.16], [-0.07, 0.01, 0.15], [-0.03, -0.08, -0.20], [-0.81, 0.15, 0.33], [0.18, 0.24, -1.86], [-0.23, -0.51, -0.18], [0.35, -0.14, 1.95], [0.14, -0.15, -0.21], [-0.05, 0.02, -0.03], [0.04, 0.10, -0.07], [-0.09, 0.09, 0.50], [0.32, -0.22, -0.16], [-0.23, 0.10, 0.10], [0.48, 0.24, -0.12], [-0.09, 0.06, -0.15]], "lowdin_charge": [-0.0405, -0.5242, -0.0280, -0.1393, -0.1714, -0.1505, -0.5344, -0.0320, -0.0391, -0.0737, -0.0225, 0.0766, 0.0830, 0.0836, 0.0714, 0.0865, 0.0848, 0.0767, 0.1237, 0.0982, 0.1098, 0.1273, 0.1251, 0.0860, 0.0710, 0.0869, 0.0862, 0.0831, 0.0791, 0.0991, -0.0211, -0.5296, -0.0363, -0.1518, -0.1690, -0.1419, -0.5053, -0.0268, -0.0220, -0.0789, -0.0322, 0.0872, 0.0527, 0.0898, 0.0880, 0.0777, 0.0854, 0.1226, 0.1208, 0.0925, 0.1015, 0.1097, 0.1133, 0.0819, 0.0775, 0.0810, 0.0776, 0.0892, 0.0616, 0.1025, -0.0161, -0.5111, -0.0266, -0.1452, -0.1773, -0.1531, -0.5261, -0.0336, -0.0189, -0.0937, -0.0344, 0.0869, 0.0516, 0.0749, 0.0966, 0.0928, 0.0511, 0.1224, 0.1207, 0.1131, 0.1108, 0.1247, 0.1209, 0.0857, 0.0751, 0.0877, 0.0653, 0.0712, 0.0841, 0.0553, -0.0198, -0.4884, 0.0010, -0.1386, -0.1773, -0.1435, -0.5254, -0.0306, -0.0407, -0.1252, 0.0022, 0.0744, 0.0682, 0.0912, 0.0909, 0.0602, 0.0728, 0.1022, 0.1278, 0.0992, 0.1103, 0.1197, 0.1220, 0.0802, 0.0784, 0.0699, 0.0871, 0.0843, 0.0796, 0.1063, -0.0255, -0.5164, -0.0341, -0.1372, -0.1942, -0.1187, -0.5202, -0.0348, -0.0173, -0.0797, -0.0245, 0.0636, 0.0836, 0.0781, 0.0817, 0.0852, 0.0834, 0.1251, 0.1198, 0.1092, 0.0835, 0.1094, 0.1273, 0.0893, 0.0802, 0.0744, 0.0753, 0.0827, 0.0683, 0.1052, -0.0211, -0.5152, -0.0375, -0.1338, -0.1731, -0.1243, -0.5392, -0.0258, -0.0244, -0.0780, -0.0272, 0.0788, 0.0591, 0.0794, 0.0869, 0.0752, 0.0887, 0.1140, 0.1168, 0.1096, 0.0984, 0.1284, 0.1027, 0.0620, 0.0864, 0.0910, 0.0867, 0.0806, 0.0688, 0.1060, -0.0429, -0.5056, -0.0516, -0.0563, 0.0707, 0.0773, 0.0773, 0.1434, 0.0610, 0.0754, 0.0799, 0.0555]}